[1]
Below is C42H101AgCuN9O13 as an isolated structure in a non-equilibrium geometry, with properties calculated with ωB97M-V/def2-TZVPD.

ORCA input file:
```
! wB97M-V def2-TZVPD RIJCOSX def2/J DEFGRID3
* xyz 3 4
Cu 2.333 0.446 -1.611
Ag -4.203 -1.361 3.117
C 0.149 -0.478 2.106
C 0.826 -0.296 0.799
C 0.001 -0.902 -0.514
O 0.692 -0.967 -1.553
C -1.419 -1.173 -0.330
C -2.008 -1.204 0.900
C -1.181 -0.816 2.124
O -1.793 -0.814 3.239
O -3.310 -1.486 0.917
O 1.901 0.221 0.530
H 0.689 -0.264 3.017
H -1.978 -1.513 -1.189
C -5.788 1.365 0.823
C -4.467 1.598 1.652
C -4.456 3.063 1.971
O -4.326 3.939 0.771
C -4.835 5.178 0.896
N -4.543 0.943 2.934
H -5.798 0.458 0.219
H -5.893 2.190 0.117
H -6.680 1.382 1.449
H -3.621 1.257 1.056
H -3.635 3.264 2.659
H -5.372 3.347 2.488
H -5.860 5.252 1.260
H -4.810 5.806 0.005
H -4.254 5.759 1.612
H -3.989 1.484 3.583
H -5.425 1.044 3.415
C -4.553 -6.367 -5.446
C -3.409 -5.614 -6.072
C -2.149 -5.338 -5.070
O -2.558 -4.223 -4.343
C -1.609 -3.857 -3.358
N -2.853 -6.512 -7.125
H -4.324 -7.329 -4.987
H -5.430 -6.542 -6.070
H -4.889 -5.806 -4.574
H -3.759 -4.680 -6.511
H -1.165 -5.121 -5.485
H -2.015 -6.154 -4.360
H -2.054 -3.385 -2.482
H -0.910 -3.159 -3.819
H -0.997 -4.673 -2.975
H -3.565 -6.850 -7.756
H -2.023 -6.153 -7.575
C 2.058 1.319 5.416
C 1.733 2.233 4.247
C 1.686 3.744 4.710
O 0.504 3.950 5.518
C 0.074 5.317 5.551
N 2.870 2.015 3.424
H 1.826 0.268 5.244
H 1.401 1.589 6.242
H 2.996 1.631 5.875
H 0.745 1.939 3.892
H 1.802 4.547 3.983
H 2.527 3.866 5.392
H -0.746 5.583 4.885
H 0.953 5.953 5.452
H -0.336 5.495 6.545
H 3.659 1.771 4.005
H 2.618 1.216 2.860
C 6.437 0.686 -3.652
C 5.287 0.622 -2.570
C 5.241 1.806 -1.577
O 4.088 1.695 -0.774
C 3.941 2.770 0.175
N 3.980 0.541 -3.226
H 7.413 0.438 -3.234
H 6.476 1.729 -3.964
H 6.168 0.101 -4.532
H 5.296 -0.303 -1.994
H 5.071 2.784 -2.027
H 6.117 1.965 -0.948
H 3.796 3.631 -0.477
H 4.879 2.896 0.716
H 3.058 2.587 0.787
H 3.992 1.320 -3.868
H 3.892 -0.283 -3.804
C -5.350 5.933 5.512
C -5.031 4.331 5.399
C -3.526 4.042 5.378
O -3.380 2.616 5.267
C -2.101 2.031 5.540
N -5.754 3.762 6.414
H -6.359 6.052 5.118
H -4.741 6.366 4.718
H -5.325 6.506 6.439
H -5.322 3.978 4.410
H -2.961 4.464 6.209
H -3.048 4.467 4.496
H -1.270 2.527 5.038
H -2.101 1.012 5.154
H -1.886 1.894 6.600
H -5.792 2.764 6.265
H -6.743 3.945 6.505
C -0.825 -4.422 0.842
C -0.238 -5.508 1.823
C 0.342 -4.879 3.177
O 0.996 -3.630 2.895
C 1.959 -3.211 3.815
N -1.381 -6.397 2.249
H -0.225 -3.523 0.701
H -1.744 -4.045 1.290
H -1.050 -4.752 -0.172
H 0.569 -6.144 1.458
H 0.994 -5.618 3.643
H -0.479 -4.672 3.863
H 2.885 -3.783 3.753
H 1.491 -3.273 4.797
H 2.238 -2.183 3.583
H -1.770 -6.836 1.427
H -1.041 -7.168 2.805
C -0.140 0.688 -5.722
C 0.554 -0.136 -4.677
C 1.677 -0.973 -5.366
O 2.412 -1.780 -4.513
C 3.293 -2.740 -5.092
N 1.072 0.903 -3.701
H -0.752 -0.023 -6.276
H 0.652 1.117 -6.337
H -0.847 1.454 -5.401
H -0.196 -0.826 -4.292
H 2.324 -0.381 -6.014
H 1.243 -1.628 -6.122
H 4.164 -2.384 -5.643
H 2.790 -3.325 -5.863
H 3.513 -3.422 -4.271
H 0.163 1.317 -3.547
H 1.615 1.620 -4.161
C 0.426 4.370 -0.252
C 0.222 3.030 -1.099
C -0.732 3.339 -2.222
O -1.023 2.296 -3.113
C -2.106 1.514 -2.614
N 1.563 2.788 -1.570
H 0.566 5.185 -0.962
H 1.257 4.202 0.432
H -0.456 4.667 0.316
H -0.135 2.191 -0.501
H -0.313 4.082 -2.901
H -1.630 3.862 -1.895
H -2.921 2.236 -2.637
H -1.905 1.107 -1.623
H -2.248 0.783 -3.410
H 1.498 3.190 -2.495
H 2.028 3.575 -1.142
C 3.665 -2.974 0.779
C 4.277 -2.246 -0.476
C 5.023 -3.317 -1.304
O 5.545 -2.789 -2.480
C 6.478 -3.617 -3.121
N 3.245 -1.660 -1.366
H 2.917 -3.653 0.370
H 3.156 -2.211 1.368
H 4.367 -3.470 1.451
H 4.811 -1.348 -0.167
H 4.400 -4.164 -1.591
H 5.731 -3.793 -0.625
H 7.178 -3.023 -3.709
H 6.043 -4.486 -3.614
H 7.135 -4.094 -2.393
H 2.422 -2.246 -1.356
H 3.755 -1.834 -2.220
*
```

LUMO energy (alpha / beta)   -7.47 / -11.49 eV
<S²>   3.786
M   1111.7 Da

***

[2]
Below is C42H102N2O10 as an isolated structure in a non-equilibrium geometry, with properties calculated with ωB97M-V/def2-TZVPD.

ORCA input file:
```
! wB97M-V def2-TZVPD RIJCOSX def2/J DEFGRID3
* xyz 0 1
C 0.262 3.071 -3.041
C 1.684 3.503 -2.532
C 1.529 3.802 -1.001
C 2.821 3.913 -0.216
C 3.768 2.749 -0.524
C 3.968 2.335 -2.025
N 2.680 2.404 -2.683
O 2.640 1.736 -3.854
C 4.978 3.316 -2.670
C 4.557 0.867 -1.971
C 2.233 4.753 -3.314
H -0.537 3.590 -2.510
H 0.039 2.026 -2.828
H 0.201 3.256 -4.114
H 0.987 4.728 -0.808
H 0.937 3.042 -0.491
H 2.702 4.043 0.860
H 3.334 4.762 -0.670
H 3.397 1.875 0.012
H 4.727 3.077 -0.124
H 5.930 3.051 -2.209
H 5.094 3.231 -3.751
H 4.737 4.362 -2.481
H 3.762 0.235 -1.575
H 4.874 0.480 -2.939
H 5.416 0.846 -1.299
H 1.396 5.382 -3.617
H 2.752 4.406 -4.208
H 2.975 5.306 -2.738
H 2.328 0.888 -3.528
C -1.678 -2.222 2.179
C -0.885 -2.028 0.841
C -1.969 -1.700 -0.228
C -1.416 -1.183 -1.531
C -0.537 0.041 -1.287
C 0.626 -0.247 -0.334
N 0.013 -0.844 0.886
O 0.897 -0.866 1.979
C 1.755 -1.119 -0.957
C 1.198 1.136 -0.025
C -0.272 -3.363 0.454
H -1.060 -2.516 3.027
H -2.474 -2.965 2.156
H -2.203 -1.301 2.430
H -2.737 -2.453 -0.404
H -2.637 -0.916 0.129
H -2.239 -0.965 -2.211
H -0.860 -1.956 -2.060
H -1.099 0.892 -0.902
H -0.177 0.359 -2.265
H 1.354 -1.950 -1.537
H 2.341 -0.507 -1.643
H 2.326 -1.467 -0.097
H 0.430 1.853 0.264
H 2.056 1.257 0.636
H 1.434 1.685 -0.937
H 0.316 -3.309 -0.462
H -1.026 -4.140 0.332
H 0.339 -3.665 1.304
H 1.523 -1.541 1.706
C -1.120 4.472 -1.050
C -1.274 3.370 0.079
C -1.584 3.926 1.481
O -2.256 2.499 -0.267
H -0.129 4.893 -1.225
H -1.764 5.333 -0.868
H -1.547 4.097 -1.980
H -0.324 2.836 0.057
H -2.598 4.316 1.387
H -0.946 4.711 1.888
H -1.695 3.175 2.263
H -2.434 1.894 0.456
C 1.890 -4.851 -3.872
C 0.764 -5.133 -2.945
C 0.374 -3.908 -2.171
O -0.346 -5.356 -3.743
H 1.677 -4.036 -4.564
H 2.166 -5.720 -4.469
H 2.819 -4.551 -3.387
H 0.906 -5.953 -2.241
H -0.402 -4.101 -1.430
H 0.160 -2.990 -2.719
H 1.205 -3.584 -1.543
H -0.233 -6.157 -4.260
C -1.035 1.975 4.056
C -0.438 0.770 3.364
C -0.883 -0.411 4.213
O -0.950 0.611 2.103
H -0.909 2.887 3.472
H -0.526 2.135 5.006
H -2.073 1.761 4.311
H 0.646 0.881 3.378
H -0.520 -1.341 3.777
H -1.967 -0.529 4.228
H -0.602 -0.320 5.262
H -0.578 -0.156 1.661
C -2.318 1.009 -2.815
C -2.433 2.544 -2.890
C -2.871 2.999 -4.292
O -3.305 3.048 -1.939
H -3.332 0.677 -3.039
H -2.075 0.811 -1.771
H -1.539 0.706 -3.514
H -1.461 2.998 -2.694
H -2.785 4.075 -4.444
H -3.926 2.725 -4.295
H -2.502 2.380 -5.110
H -2.841 3.010 -1.099
C -5.173 -2.523 0.795
C -4.449 -1.148 0.438
C -5.343 0.078 0.165
O -3.610 -0.799 1.539
H -4.446 -3.237 1.183
H -5.746 -2.894 -0.055
H -5.901 -2.354 1.589
H -3.847 -1.348 -0.449
H -6.148 -0.097 -0.549
H -4.877 1.063 0.122
H -5.868 0.305 1.093
H -3.079 -0.021 1.352
C -4.324 -4.411 4.341
C -4.461 -3.243 3.377
C -4.894 -1.929 4.076
O -3.118 -3.003 2.904
H -5.287 -4.879 4.546
H -3.871 -4.276 5.323
H -3.742 -5.210 3.883
H -5.191 -3.533 2.622
H -5.247 -1.283 3.272
H -4.120 -1.456 4.680
H -5.732 -2.150 4.737
H -3.150 -2.300 2.251
C 4.105 -0.021 0.942
C 3.765 1.170 1.836
C 2.559 0.918 2.745
O 4.926 1.472 2.576
H 5.124 -0.028 0.555
H 3.397 -0.092 0.116
H 4.221 -0.914 1.556
H 3.545 2.123 1.354
H 2.398 1.816 3.342
H 2.787 0.108 3.437
H 1.607 0.789 2.232
H 5.211 0.733 3.118
C 2.115 -4.021 0.695
C 3.028 -3.083 1.495
C 4.087 -2.524 0.554
O 2.327 -2.016 2.094
H 1.432 -3.579 -0.030
H 1.391 -4.511 1.347
H 2.685 -4.890 0.365
H 3.455 -3.616 2.345
H 4.700 -1.811 1.105
H 3.500 -2.011 -0.209
H 4.764 -3.208 0.043
H 2.907 -1.616 2.746
*
```

LUMO energy   0.14 eV
M   795.3 Da

***

[3]
Below is a 8-piece molecular cluster, C42H102N3O23P5 overall in a non-equilibrium geometry, with properties calculated with ωB97M-V/def2-TZVPD.

ORCA input file:
```
! wB97M-V def2-TZVPD RIJCOSX def2/J DEFGRID3
* xyz 0 1
C 0.211 -1.190 -1.058
C -1.217 -0.610 -0.869
C -1.626 0.166 -2.135
C -2.165 -0.659 -3.256
C -3.299 -1.494 -2.648
C -2.862 -2.399 -1.464
N -2.132 -1.699 -0.405
O -1.750 -2.450 0.729
C -4.194 -2.774 -0.852
C -2.184 -3.656 -1.988
C -1.146 0.399 0.346
H 0.658 -1.372 -0.080
H 0.846 -0.521 -1.639
H 0.261 -2.120 -1.625
H -2.355 0.938 -1.886
H -0.836 0.699 -2.664
H -1.419 -1.326 -3.687
H -2.562 0.042 -3.991
H -3.651 -2.100 -3.483
H -4.125 -0.827 -2.397
H -4.013 -3.588 -0.149
H -4.630 -1.991 -0.232
H -4.891 -3.171 -1.590
H -1.137 -3.684 -2.290
H -2.105 -4.435 -1.229
H -2.726 -4.245 -2.727
H -2.182 0.661 0.564
H -0.500 1.246 0.117
H -0.766 -0.141 1.212
H -2.284 -2.133 1.461
C 3.633 -4.293 6.076
C 3.324 -2.927 5.360
C 4.112 -3.085 3.980
C 3.738 -2.003 2.999
C 2.241 -2.138 2.708
C 1.309 -2.035 3.974
N 1.879 -2.809 5.088
O 1.161 -2.696 6.242
C 1.060 -0.511 4.235
C -0.015 -2.656 3.541
C 3.890 -1.713 6.146
H 4.681 -4.566 5.956
H 2.910 -5.019 5.702
H 3.429 -4.180 7.141
H 5.197 -3.100 4.083
H 3.728 -3.978 3.486
H 4.419 -2.167 2.165
H 3.957 -1.007 3.384
H 2.217 -3.109 2.213
H 1.952 -1.460 1.904
H 2.042 -0.086 4.444
H 0.635 0.095 3.434
H 0.534 -0.344 5.175
H -0.468 -2.832 4.516
H -0.560 -1.944 2.921
H 0.133 -3.579 2.981
H 3.358 -1.465 7.064
H 3.897 -0.815 5.528
H 4.950 -1.849 6.361
H 1.491 -1.880 6.623
C 4.430 2.660 3.929
C 4.295 2.761 2.386
C 3.634 1.442 1.920
C 3.088 1.491 0.482
C 2.202 2.759 0.329
C 2.768 4.115 0.616
N 3.487 3.928 1.990
O 3.886 5.170 2.528
C 3.597 4.470 -0.586
C 1.658 5.129 0.765
C 5.721 2.870 1.795
H 4.826 1.728 4.335
H 3.407 2.701 4.302
H 5.084 3.413 4.369
H 4.255 0.554 2.035
H 2.778 1.336 2.586
H 2.462 0.602 0.403
H 3.949 1.510 -0.186
H 1.383 2.591 1.029
H 1.789 2.755 -0.679
H 4.220 5.341 -0.383
H 4.257 3.682 -0.949
H 2.952 4.671 -1.441
H 0.919 4.662 1.416
H 1.871 6.062 1.288
H 1.197 5.378 -0.191
H 5.708 3.011 0.714
H 6.323 1.995 2.040
H 6.201 3.751 2.221
H 3.195 5.413 3.148
C 8.975 -0.444 -0.876
O 7.784 -0.942 -1.358
P 6.570 -1.487 -0.427
O 6.201 -0.533 0.610
O 5.345 -1.776 -1.505
C 4.114 -2.305 -0.997
O 6.965 -3.067 -0.011
C 7.196 -3.296 1.377
H 8.988 0.573 -1.270
H 9.882 -0.949 -1.209
H 9.049 -0.357 0.208
H 3.201 -2.154 -1.573
H 3.845 -1.863 -0.038
H 4.184 -3.392 -1.042
H 6.909 -2.505 2.070
H 8.266 -3.471 1.497
H 6.730 -4.248 1.630
C -5.282 0.989 -0.516
O -6.068 1.881 0.287
P -5.277 2.925 1.143
O -3.804 2.653 1.370
O -5.637 4.383 0.436
C -4.974 5.634 0.726
O -6.130 3.031 2.509
C -7.454 2.893 2.478
H -4.775 0.178 0.007
H -4.547 1.596 -1.045
H -5.981 0.616 -1.264
H -4.161 5.540 1.446
H -5.739 6.332 1.067
H -4.644 5.983 -0.252
H -7.873 2.013 2.965
H -7.899 2.909 1.483
H -7.973 3.742 2.922
C -5.071 0.457 -9.436
O -5.172 1.096 -8.148
P -3.981 0.923 -7.062
O -3.937 -0.479 -6.505
O -2.641 1.318 -7.884
C -2.345 2.626 -8.138
O -4.159 2.131 -5.997
C -5.314 2.138 -5.187
H -6.054 0.071 -9.703
H -4.421 -0.418 -9.469
H -4.827 1.165 -10.228
H -2.886 2.946 -9.029
H -1.325 2.789 -8.487
H -2.462 3.267 -7.265
H -5.574 3.192 -5.078
H -4.971 1.765 -4.222
H -6.145 1.631 -5.677
C -0.579 -1.879 -7.271
O 0.629 -1.195 -7.625
P 1.256 -0.150 -6.613
O 2.585 0.449 -7.042
O 0.050 0.905 -6.300
C 0.186 2.006 -5.428
O 1.429 -0.988 -5.205
C 2.326 -2.118 -5.057
H -0.447 -2.957 -7.369
H -1.375 -1.606 -7.964
H -1.112 -1.789 -6.325
H -0.805 2.448 -5.332
H 1.041 2.644 -5.651
H 0.456 1.603 -4.451
H 3.005 -2.281 -5.894
H 1.675 -2.959 -4.817
H 2.968 -1.916 -4.200
C -4.217 -2.665 7.011
O -3.961 -3.130 5.685
P -4.091 -2.056 4.421
O -3.610 -2.568 3.114
O -5.646 -1.587 4.394
C -6.217 -1.048 3.184
O -3.298 -0.730 4.955
C -3.450 0.515 4.210
H -4.622 -3.409 7.697
H -5.197 -2.206 6.883
H -3.439 -2.013 7.407
H -5.632 -1.183 2.274
H -6.624 -0.041 3.283
H -7.113 -1.618 2.941
H -4.408 0.979 4.445
H -3.456 0.313 3.139
H -2.606 1.165 4.443
*
```

LUMO energy   0.29 eV
SMILES   CC1(C)CCCC(C)(C)N1O.CC1(C)CCCC(C)(C)N1O.CC1(C)CCCC(C)(C)N1O.COP(=O)(OC)OC.COP(=O)(OC)OC.COP(=O)(OC)OC.COP(=O)(OC)OC.COP(=O)(OC)OC
M   1172.1 Da